[1]
{"formula": "C3H12CsN2O3", "method": "ωB97M-V with the def2-TZVPD basis set", "species": ["Cs", "O", "O", "O", "N", "N", "C", "C", "C", "H", "H", "H", "H", "H", "H", "H", "H", "H", "H", "H", "H"], "xyz": [[1.42, 1.04, 1.65], [0.54, -2.46, 5.03], [1.03, 5.81, -0.32], [-0.71, -1.52, -2.73], [-1.74, -3.41, -3.12], [-0.78, -2.38, -4.81], [-0.53, -3.37, 4.90], [1.61, 7.06, -0.07], [-1.14, -2.34, -3.53], [2.38, 6.91, 0.68], [-1.36, -2.77, 4.54], [-2.14, -3.42, -2.19], [2.06, 7.48, -0.97], [-1.92, -4.20, -3.72], [1.15, -2.81, 5.69], [-1.02, -3.23, -5.30], [0.86, 7.81, 0.20], [1.69, 5.33, -0.82], [-0.42, -4.18, 4.18], [-0.27, -1.59, -5.19], [-0.72, -3.79, 5.89]], "energy_ev": -12970.4945, "e_homo_ev": -11.89, "gap_ev": 8.3, "total_charge": 1}

***

[2]
{"formula": "C3H12N2", "method": "ωB97M-V with the def2-TZVPD basis set", "species": ["N", "N", "C", "C", "C", "H", "H", "H", "H", "H", "H", "H", "H", "H", "H", "H", "H"], "xyz": [[-0.63, 1.66, 0.65], [1.82, 2.04, 0.57], [0.58, 1.56, -0.16], [-1.48, -1.92, -0.35], [0.05, -2.25, -0.31], [2.56, 1.96, -0.08], [0.63, -1.77, -1.13], [0.23, -3.30, -0.38], [-1.98, -2.27, -1.27], [1.87, 3.03, 0.71], [-1.58, -0.86, -0.40], [-2.08, -2.40, 0.46], [0.44, -1.77, 0.52], [-0.54, 1.13, 1.52], [-0.97, 2.55, 1.00], [0.34, 2.13, -1.08], [0.74, 0.47, -0.28]], "energy_ev": -6283.5949, "spin_multiplicity": 2, "e_homo_ev": [1.53, -5.52], "gap_ev": [2.7, 9.7], "total_charge": -1}

***

[3]
{"formula": "C3H12N2O2", "method": "ωB97M-V with the def2-TZVPD basis set", "species": ["O", "O", "N", "N", "C", "C", "C", "H", "H", "H", "H", "H", "H", "H", "H", "H", "H", "H", "H"], "xyz": [[2.39, 0.31, 0.46], [0.00, 1.68, 2.09], [-0.25, -0.06, -1.24], [-2.03, 0.72, 0.34], [0.24, -1.11, -0.37], [-1.66, 0.19, -0.97], [1.83, -0.94, -0.06], [2.36, -1.78, 0.56], [-2.14, 0.05, 1.07], [-2.22, -0.87, -1.17], [-1.38, 1.49, 0.54], [0.54, 1.36, 1.34], [-2.05, 1.04, -1.72], [0.38, 1.30, 2.89], [2.38, -0.94, -1.07], [-0.24, -1.03, 0.58], [-0.12, -0.07, -2.24], [2.07, 0.88, -0.29], [-0.08, -2.20, -0.72]], "energy_ev": -10378.8957, "e_homo_ev": -9.09, "gap_ev": 10.0}

***

[4]
{"formula": "C3H12N2O2", "method": "ωB97M-V with the def2-TZVPD basis set", "species": ["O", "O", "N", "N", "C", "C", "C", "H", "H", "H", "H", "H", "H", "H", "H", "H", "H", "H", "H"], "xyz": [[-2.70, 1.22, -2.39], [-1.00, 0.77, 0.73], [1.66, 0.89, -0.72], [1.51, -1.04, 0.88], [0.09, -1.41, 0.97], [-0.81, -0.35, 1.58], [1.96, -0.51, -0.37], [-1.59, 0.50, 0.01], [-3.42, 1.86, -2.32], [1.66, -0.45, 1.68], [-0.26, -1.62, -0.05], [1.22, 0.94, -1.63], [-1.79, -0.81, 1.79], [1.63, -1.18, -1.15], [0.05, -2.33, 1.51], [1.07, 1.35, -0.05], [-1.93, 1.80, -2.47], [3.06, -0.59, -0.37], [-0.43, -0.01, 2.52]], "energy_ev": -10380.0303, "e_homo_ev": -8.61, "gap_ev": 9.2}

***

[5]
{"formula": "C3H12N2O2", "method": "ωB97M-V with the def2-TZVPD basis set", "species": ["O", "O", "N", "N", "C", "C", "C", "H", "H", "H", "H", "H", "H", "H", "H", "H", "H", "H", "H"], "xyz": [[-0.54, -0.54, -1.37], [-0.42, -1.55, 0.62], [2.10, -0.25, 0.45], [2.21, -0.53, -0.95], [-2.53, -0.63, -0.09], [-1.05, -0.92, -0.21], [-0.27, 1.84, 0.75], [0.67, 1.23, 0.69], [0.46, -0.60, -1.35], [2.76, 0.21, -1.38], [1.35, -0.85, 0.82], [2.66, -1.42, -1.14], [-0.91, 1.42, 1.52], [-2.75, -0.33, 0.93], [-0.82, 1.93, -0.19], [-2.81, 0.14, -0.80], [-3.08, -1.54, -0.30], [2.96, -0.46, 0.96], [0.02, 2.84, 1.06]], "energy_ev": -10380.5015, "e_homo_ev": -9.64, "gap_ev": 10.5}

***

[6]
{"formula": "C3H12N2O2", "method": "ωB97M-V with the def2-TZVPD basis set", "species": ["O", "O", "N", "N", "C", "C", "C", "H", "H", "H", "H", "H", "H", "H", "H", "H", "H", "H", "H"], "xyz": [[0.07, -0.63, -2.20], [3.80, 0.26, -0.80], [0.68, -1.21, 0.66], [-1.79, 1.63, 1.14], [-0.81, -0.43, -1.12], [-1.18, 0.29, 1.27], [-0.11, -0.04, 0.19], [3.14, 0.78, -0.38], [0.21, -1.58, -2.22], [-1.04, 2.25, 0.85], [-0.85, 0.18, 2.30], [-1.54, 0.35, -1.34], [-1.48, -1.26, -0.85], [0.62, 0.76, 0.00], [0.06, -1.82, 1.19], [1.31, -0.85, 1.38], [-1.92, -0.49, 1.04], [-2.61, 1.63, 0.57], [3.44, 0.16, -1.68]], "energy_ev": -10380.0393, "e_homo_ev": -9.12, "gap_ev": 9.9}